1.
Entry from OMol25: C2H4I2N2O as an isolated structure (the ωB97M-V functional and the def2-TZVPD basis).

Element x y z (Å)
C (0.00521, -0.78629, 1.37779)
C (-0.35049, -0.55395, -0.09126)
N (0.54984, -0.67337, -1.13388)
N (-0.92713, 1.24077, -0.00517)
O (1.09337, -0.77738, 1.87054)
I (2.55730, -0.38464, -0.65547)
I (-0.68689, 2.15125, -1.78522)
H (-0.82240, -0.87072, 1.95918)
H (-1.24405, -1.01998, -0.25652)
H (0.24846, -0.06042, -2.01599)
H (-0.42323, 1.73474, 0.73600)

Results
Net charge   0
Highest occupied orbital energy   -8.784 eV
M   325.87 g/mol
LUMO level   -0.5 eV

Results of the natural (NBO) charge analysis, in e, for atoms 1 through 2: atom 1 (C): 0.408, atom 2 (C): 0.055

=====

2.
Entry from OMol25: C2H4I2NO2 as an isolated structure (the ωB97M-V functional and the def2-TZVPD basis).

Element x y z (Å)
C (0.22462, 0.31769, 1.08686)
C (-0.95098, -0.16102, 0.19902)
N (0.89581, -0.14373, -1.77520)
O (1.71592, 0.75465, -1.31487)
O (-0.32115, 0.00064, -1.55832)
I (-1.62721, -2.28286, 0.65798)
I (-2.62658, 1.10546, 0.54243)
H (0.03664, 0.38568, 2.12513)
H (1.09277, -0.20036, 0.84118)
H (0.34810, 1.31991, 0.74358)
H (1.21206, -1.09606, -1.54778)

Results
Net charge   -1
Highest occupied orbital energy (alpha / beta)   -2.400 / -3.292 eV
M   327.87 g/mol
LUMO level (alpha / beta)   2.9 / 2.8 eV

Results of the natural (NBO) charge analysis, in e, for atoms 1 through 2: atom 1 (C): -0.748, atom 2 (C): -0.170

=====

3.
Entry from OMol25: C2H4I2S as an isolated structure (the ωB97M-V functional and the def2-TZVPD basis).

Element x y z (Å)
C (0.44208, -0.36956, 0.53743)
C (-0.09467, -0.00899, -0.89069)
S (0.66843, 1.22953, 1.40497)
I (0.60364, -1.20405, -2.49958)
I (-2.31965, -0.34263, -0.72223)
H (-0.23240, -0.90756, 1.27820)
H (1.50403, -0.76489, 0.36296)
H (0.16229, 1.07886, -0.92942)
H (-0.73374, 1.28928, 1.45835)

Results
Net charge   0
Highest occupied orbital energy (alpha / beta)   -6.197 / -9.315 eV
Multiplicity   3
M   313.93 g/mol
LUMO level (alpha / beta)   0.4 / -3.8 eV

Results of the natural (NBO) charge analysis, in e, for atoms 1 through 2: atom 1 (C): -0.612, atom 2 (C): -0.659

=====

4.
Entry from OMol25: a 2-piece molecular cluster, C2H4IN overall (the ωB97M-V functional and the def2-TZVPD basis).

Element x y z (Å)
C (0.46702, -0.05568, -0.13469)
C (-0.53589, 1.00020, 0.14600)
N (-0.54384, -1.96832, -0.27463)
I (2.42547, 0.28982, 0.19545)
H (0.09204, 1.81581, 0.15524)
H (-0.85166, 0.57609, 1.13427)
H (-1.30465, 0.97896, -0.64859)
H (0.25151, -2.63689, -0.57306)

Results
Net charge   0
Highest occupied orbital energy (alpha / beta)   -8.120 / -8.062 eV
M   168.97 g/mol
LUMO level (alpha / beta)   -1.3 / -1.3 eV

Results of the natural (NBO) charge analysis, in e, for atoms 1 through 2: atom 1 (C): 0.040, atom 2 (C): -0.792

=====

In the order shown, the computed largest force on an atom values come out to 4.4; 3.5; 3.6; 6.0 eV Å⁻¹.
In the order shown, the computed energy above the lowest of the compared OMol25 structures with the same formula, charge and spin values come out to 225.12; 196.88; 20.23; 667.21 kJ/mol.